Entry 1:
# C4H5NO2

An isolated molecule of C4H5NO2 (ωB97M-V/def2-TZVPD, the OMol25 dataset).

```
12
Properties=species:S:1:pos:R:3:mulliken_charge:R:1
O -1.15 -1.60 -1.84 -0.4507
C -0.32 -0.87 -1.35 -0.1486
C 0.03 -0.94 0.12 0.0696
C 1.14 -0.10 0.67 -0.4662
N -0.22 0.22 0.96 -0.1585
C -0.80 1.41 0.54 0.0901
O -0.23 2.48 0.53 -0.4884
H 0.21 -0.11 -1.97 0.3588
H -0.20 -1.91 0.56 0.3515
H 1.65 0.60 0.00 0.2453
H 1.74 -0.47 1.50 0.2293
H -1.86 1.29 0.27 0.3679
```

As for the LUMO energy: 0.017 hartree. As for the charge: 0. For the energy relative to the best compared isomer or geometry (same formula, charge and spin), the calculation gives 189.23 kJ/mol. The gap between HOMO and LUMO comes out at 10.68 eV. As for the SMILES: O=C[C@H]1CN1C=O. Its multiplicity is 1.

Entry 2:
# C4H5NO2

An isolated molecule of C4H5NO2 (ωB97M-V/def2-TZVPD, the OMol25 dataset).

```
12
Properties=species:S:1:pos:R:3:mulliken_charge:R:1
O -2.43 0.68 -0.37 -0.4954
C -1.47 -0.22 0.11 -0.4017
C -0.03 0.17 -0.04 0.6177
C 1.05 -0.72 0.24 -0.3102
C 2.14 0.07 0.17 -0.4327
O 1.78 1.32 -0.17 -0.1634
N 0.40 1.38 -0.29 -0.4062
H -2.37 0.71 -1.34 0.3059
H -1.66 -0.30 1.19 0.2514
H -1.60 -1.23 -0.31 0.2847
H 0.99 -1.78 0.44 0.3298
H 3.19 -0.10 0.36 0.4201
```

As for the LUMO energy: 0.030 hartree. As for the charge: 0. For the energy relative to the best compared isomer or geometry (same formula, charge and spin), the calculation gives 207.03 kJ/mol. The gap between HOMO and LUMO comes out at 10.91 eV. As for the SMILES: OCc1ccon1. Its multiplicity is 1.

Entry 3:
# C4H5NO2

An isolated molecule of C4H5NO2 at a distorted geometry (ωB97M-V/def2-TZVPD, the OMol25 dataset).

```
12
Properties=species:S:1:pos:R:3:mulliken_charge:R:1
O -3.37 -0.16 -0.53 -0.4949
C -2.34 -0.06 0.04 0.4194
C -1.44 0.79 0.81 -0.0959
O -0.51 1.50 -0.29 -0.4660
C 0.56 0.59 -0.37 -0.2581
C 0.08 -0.78 0.09 -0.3365
N -1.22 -0.60 0.58 -0.2080
H -1.31 1.40 1.64 0.4484
H 1.27 1.01 0.47 0.2097
H 1.18 0.64 -1.32 0.2993
H 0.04 -1.65 -0.62 0.2882
H 0.80 -1.06 0.98 0.1944
```

As for the LUMO energy: 0.029 hartree. As for the charge: 0. For the energy relative to the best compared isomer or geometry (same formula, charge and spin), the calculation gives 365.42 kJ/mol. The gap between HOMO and LUMO comes out at 10.51 eV. As for the SMILES: O=C1[C@@H]2OCCN12. Its multiplicity is 1.